{
  "formula": "C4H11NO2",
  "method": "ωB97M-V/def2-TZVPD",
  "relative_energy_kcal_mol": 40.9,
  "lumo_ha": 0.0292,
  "max_force_ev_per_a": 3.52,
  "homo_energy_ev": -9.59,
  "smiles": "CC(C)NC=O.O",
  "species": ["C", "N", "C", "C", "C", "O", "H", "H", "H", "H", "H", "H", "H", "H", "H", "H", "H", "O"],
  "positions_angstrom": [[-1.205, -2.389, 0.073], [0.138, -2.062, 0.260], [0.332, -0.270, 1.762], [0.726, -0.749, 0.398], [0.382, 0.109, -0.895], [-2.084, -1.620, -0.282], [-1.220, -3.498, -0.054], [0.588, -2.775, -0.271], [-0.760, -0.560, 1.918], [0.416, 0.798, 2.146], [0.772, -0.859, 2.601], [1.894, -0.836, 0.345], [0.757, 1.133, -0.842], [0.836, -0.396, -1.736], [-0.684, 0.107, -0.929], [0.822, 5.220, -1.848], [1.954, 5.758, -1.276], [1.114, 5.386, -0.956]],
  "mulliken_charge": [-0.053, -0.270, -1.189, 0.490, -1.205, -0.516, 0.344, 0.292, 0.267, 0.318, 0.308, 0.210, 0.349, 0.331, 0.324, 0.311, 0.314, -0.625]
}